This record from the OMol25 dataset describes C4H7FeO as an isolated structure in a non-equilibrium geometry. The level of theory is ωB97M-V/def2-TZVPD.

Atoms and positions in Å:
H -0.443 0.536 -1.875
C 0.166 -1.046 -0.416
C 0.375 0.243 -1.212
C 0.159 0.436 0.250
O 1.133 0.805 1.096
Fe 2.847 0.723 1.335
H -0.621 -1.694 -0.811
H 1.081 -1.597 -0.167
H 1.393 0.437 -1.559
H -1.237 1.361 0.831
C -1.378 0.141 0.759
H -2.143 -0.059 -0.004
H -1.335 -0.287 1.774

Values from the calculation:
**<S²>**: 8.7611
**Maximum force**: 0.1024 hartree/bohr
**Energy above the lowest of the compared OMol25 structures with the same formula, charge and spin**: 153.8 kJ/mol
**Spin multiplicity**: 6
**Charge**: +2



This record from the OMol25 dataset describes C4H7HoO3 as an isolated structure in a non-equilibrium geometry. The level of theory is ωB97M-V/def2-TZVPD.

Atoms and positions in Å:
H 0.379 2.398 -1.597
Ho -4.346 0.038 1.034
O -2.326 1.357 0.701
C -1.369 1.624 -0.006
O -0.399 2.365 0.338
C 0.716 2.559 -0.569
H 1.486 1.808 -0.304
H 1.073 3.579 -0.412
O 0.799 -1.947 -1.693
C 0.319 -1.948 -0.576
C 0.992 -2.482 0.636
H -0.711 -1.517 -0.421
H 2.045 -2.718 0.450
H 0.895 -1.739 1.443
H 0.448 -3.376 0.976

Values from the calculation:
**<S²>**: 8.7645
**Maximum force**: 0.0328 hartree/bohr
**E**: -36164.52833 eV
**Spin multiplicity**: 6
**Charge**: +3



Look up the charge of the second one.
+3



Among the records above, which one has the lowest <S²>?
C4H7FeO